Entry from the Open Molecules 2025 dataset: a 11-piece molecular cluster, C47H102N5O14 overall in a non-equilibrium geometry (wB97M-V/def2-TZVPD).

Last column: Mulliken charge in e.
Atoms and positions in Å:
C1 5.240 2.268 -0.690  -1.272
C2 3.968 3.066 -1.209  -0.659
C3 2.876 2.855 -0.216  1.660
N1 1.757 3.881 -0.328  0.624
C4 0.565 3.358 0.470  0.500
C5 -0.585 4.332 0.610  -0.346
C6 -0.116 5.670 1.192  -1.149
C7 1.129 6.200 0.512  -0.796
C8 2.246 5.152 0.322  -0.562
C9 1.395 4.161 -1.705  -0.566
H1 5.741 1.796 -1.541  0.432
H2 4.932 1.514 0.038  0.009
H3 5.835 2.945 -0.080  0.472
H4 3.718 2.678 -2.201  0.361
H5 4.385 4.071 -1.310  0.344
H6 3.210 2.877 0.823  -0.568
H7 2.477 1.847 -0.388  -0.534
H8 0.995 2.997 1.418  0.351
H9 0.181 2.523 -0.070  -0.759
H10 -1.289 3.919 1.340  -0.373
H11 -1.066 4.409 -0.362  0.364
H12 0.059 5.423 2.264  0.386
H13 -0.981 6.336 1.240  0.498
H14 1.673 7.019 1.008  0.516
H15 0.810 6.627 -0.467  0.305
H16 2.751 4.851 1.267  0.363
H17 3.074 5.493 -0.275  0.574
H18 0.999 3.233 -2.133  -0.302
H19 2.325 4.445 -2.194  0.328
H20 0.695 4.986 -1.679  0.561
C10 -4.357 3.758 -1.627  -1.226
C11 -5.125 2.769 -0.683  -0.513
C12 -4.267 2.168 0.447  -0.012
N2 -5.022 1.488 1.546  1.254
C13 -6.176 0.801 1.012  -0.903
C14 -6.860 -0.219 1.879  -1.067
C15 -5.850 -1.209 2.450  -1.066
C16 -4.725 -0.501 3.190  0.501
C17 -4.052 0.502 2.277  -1.162
C18 -5.389 2.597 2.524  -1.107
H21 -3.837 3.195 -2.351  0.240
H22 -3.663 4.385 -1.047  0.278
H23 -5.102 4.345 -2.161  0.431
H24 -5.632 2.009 -1.294  0.303
H25 -5.901 3.364 -0.214  0.426
H26 -3.723 3.004 0.886  0.257
H27 -3.502 1.474 0.056  0.008
H28 -5.887 0.235 0.108  0.452
H29 -6.814 1.547 0.594  0.591
H30 -7.615 -0.680 1.275  0.491
H31 -7.422 0.268 2.686  0.384
H32 -5.328 -1.762 1.665  0.322
H33 -6.377 -1.939 3.067  0.493
H34 -3.939 -1.260 3.412  -1.166
H35 -5.078 0.024 4.084  0.760
H36 -3.691 -0.083 1.459  0.443
H37 -3.330 1.102 2.810  -0.042
H38 -4.500 2.900 3.143  0.515
H39 -6.100 2.201 3.230  0.505
H40 -5.868 3.430 1.989  0.255
C19 2.391 -4.481 3.805  -1.548
C20 2.694 -3.474 2.678  0.223
C21 1.870 -2.211 2.932  -0.278
N3 2.118 -1.032 1.999  1.389
C22 1.699 -1.200 0.568  -0.175
C23 0.172 -1.400 0.438  1.063
C24 -0.565 -0.203 1.031  1.119
C25 -0.140 0.014 2.474  0.153
C26 1.384 0.197 2.582  -0.388
C27 3.569 -0.567 1.901  0.379
H41 1.299 -4.556 3.987  0.258
H42 2.942 -4.225 4.680  0.463
H43 2.753 -5.455 3.473  0.420
H44 2.486 -3.869 1.689  -0.144
H45 3.758 -3.289 2.747  0.259
H46 2.187 -1.762 3.857  0.365
H47 0.803 -2.287 3.036  -0.127
H48 2.283 -2.019 0.070  0.062
H49 1.905 -0.331 -0.042  -0.532
H50 -0.115 -2.358 0.922  0.159
H51 -0.084 -1.451 -0.637  -0.585
H52 -1.655 -0.257 0.900  0.253
H53 -0.264 0.640 0.428  -0.902
H54 -0.430 -0.802 3.158  -0.077
H55 -0.515 0.988 2.818  -0.416
H56 1.723 0.480 3.570  0.628
H57 1.704 1.028 1.952  -0.381
H58 4.287 -1.259 1.403  -0.706
H59 3.832 -0.407 2.938  0.734
H60 3.559 0.455 1.474  -0.668
C28 -1.580 -4.289 -5.329  -1.577
C29 -1.384 -2.857 -4.854  1.100
C30 -2.525 -2.049 -5.504  -1.356
O1 -3.784 -2.209 -4.919  -0.235
C31 -4.801 -2.889 -5.599  -0.780
N4 -1.176 -2.869 -3.429  0.297
H61 -0.174 -4.052 -2.223  0.162
H62 -0.980 -1.896 -3.173  -0.337
H63 -2.052 -3.232 -3.032  0.413
H64 -2.215 -4.774 -4.560  0.392
H65 -0.694 -4.913 -5.258  0.303
H66 -2.238 -4.292 -6.183  0.393
H67 -0.495 -2.372 -5.256  -0.215
H68 -2.342 -2.297 -6.565  0.556
H69 -2.436 -0.987 -5.566  0.422
H70 -4.469 -3.866 -5.908  0.277
H71 -5.112 -2.295 -6.429  0.304
H72 -5.547 -2.996 -4.797  0.206
C32 2.722 0.164 -4.349  -1.331
C33 2.022 -1.195 -4.072  1.013
C34 2.995 -2.314 -4.539  -0.792
O2 2.414 -3.524 -4.195  -0.168
C35 3.310 -4.468 -3.755  -0.750
N5 1.988 -1.316 -2.584  3.105
H73 3.022 -1.285 -2.232  0.146
H74 1.367 -0.523 -2.254  -1.270
H75 1.670 -2.259 -2.345  -0.011
H76 2.088 1.005 -4.154  0.250
H77 3.144 0.156 -5.342  0.507
H78 3.585 0.316 -3.714  0.189
H79 1.036 -1.317 -4.524  -0.464
H80 3.944 -2.150 -4.077  0.390
H81 3.233 -2.282 -5.643  0.239
H82 2.819 -5.465 -3.784  0.231
H83 3.719 -4.305 -2.735  0.179
H84 4.184 -4.503 -4.426  0.408
C36 0.514 -5.854 0.162  -0.456
C37 0.222 -5.413 -1.239  0.735
O3 0.258 -4.104 -1.341  -0.049
O4 0.098 -6.154 -2.165  -0.614
H85 1.185 -5.043 0.477  -0.263
H86 0.891 -6.871 0.274  0.371
H87 -0.437 -5.854 0.782  0.316
C38 6.397 -1.614 -0.698  -1.335
C39 5.378 -1.370 -1.791  0.577
O5 4.177 -1.643 -1.438  -0.641
O6 5.772 -0.876 -2.885  -0.738
H88 5.867 -1.885 0.188  0.189
H89 6.935 -0.663 -0.612  0.305
H90 7.071 -2.437 -0.952  0.349
C40 -2.502 -2.847 5.008  -0.848
C41 -1.789 -3.222 3.623  0.680
O7 -0.993 -4.155 3.571  -0.755
O8 -2.113 -2.470 2.669  -0.482
H91 -3.251 -2.107 4.765  0.179
H92 -1.773 -2.439 5.725  0.248
H93 -3.075 -3.633 5.486  0.382
C42 -1.698 2.047 -2.708  -1.064
C43 -0.670 0.818 -2.643  -0.415
O9 -1.107 -0.219 -3.157  -0.693
O10 0.499 0.945 -2.202  -0.480
H94 -2.736 1.672 -2.789  0.303
H95 -1.574 2.563 -3.676  0.482
H96 -1.591 2.744 -1.876  -0.051
C44 -2.074 1.748 5.779  -0.986
C45 -2.145 2.676 4.485  0.690
O11 -1.151 2.888 3.756  -0.458
O12 -3.309 3.185 4.254  -0.851
H97 -1.070 1.498 6.071  0.279
H98 -2.728 0.892 5.565  0.096
H99 -2.670 2.202 6.593  0.378
C46 5.992 2.736 4.079  -1.214
C47 4.833 2.920 3.063  0.696
O13 3.752 2.272 3.255  -0.616
O14 5.080 3.713 2.083  -0.728
H100 6.459 1.744 3.981  0.222
H101 5.522 2.804 5.037  0.336
H102 6.771 3.447 3.850  0.318

charge: -1
frontier orbital gap: 7.50 eV

---

Entry from the Open Molecules 2025 dataset: C47H125N17O23PZn2 as an isolated structure in a non-equilibrium geometry (wB97M-V/def2-TZVPD).

Last column: Mulliken charge in e.
Atoms and positions in Å:
Zn1 0.360 -0.924 1.938  1.093
Zn2 1.253 2.584 0.584  1.030
P1 0.332 0.635 -0.032  0.878
O1 0.716 0.887 1.448  -0.840
O2 -0.284 -0.750 0.133  -1.300
O3 1.652 1.099 -0.606  -0.297
O4 -0.410 1.947 0.061  -1.039
C1 -4.356 1.409 4.033  0.379
O5 -3.260 1.744 3.732  -0.417
N1 -4.962 1.604 5.150  -0.366
N2 -5.095 0.771 3.211  -0.028
H1 -5.970 1.535 5.154  0.177
H2 -4.325 1.848 5.894  0.216
H3 -4.656 0.528 2.335  -0.353
H4 -6.090 0.637 3.314  0.215
C2 -1.803 2.226 7.095  0.828
O6 -2.946 2.011 7.353  -0.733
N3 -1.331 2.636 5.961  -0.154
N4 -0.825 2.080 7.944  -0.448
H5 -0.349 2.847 5.850  0.063
H6 -2.004 2.877 5.248  0.005
H7 0.135 2.351 7.785  0.153
H8 -1.054 1.547 8.771  0.241
C3 2.993 -2.109 0.612  0.232
O7 1.990 -1.880 1.320  -0.302
N5 3.141 -1.418 -0.503  0.822
N6 3.883 -3.037 0.870  -0.241
H9 3.934 -1.701 -1.061  -0.118
H10 2.518 -0.715 -0.874  -0.685
H11 3.879 -3.587 1.718  0.275
H12 4.669 -3.158 0.248  -0.005
C4 -2.422 -2.385 -1.717  -0.007
O8 -3.291 -2.873 -2.421  -0.797
N7 -2.465 -1.204 -1.164  1.429
N8 -1.306 -2.924 -1.500  0.716
H13 -1.558 -0.903 -0.836  -0.112
H14 -3.248 -0.585 -1.312  -0.677
H15 -1.044 -3.880 -1.693  0.242
H16 -0.721 -2.362 -0.898  -0.304
C5 -3.669 2.066 0.100  0.784
O9 -4.876 2.190 0.068  -0.971
N9 -2.906 1.969 -0.880  1.278
N10 -2.914 2.143 1.128  1.081
H17 -3.255 2.163 -1.808  0.017
H18 -1.909 1.870 -0.751  -0.356
H19 -1.950 1.997 0.862  -0.460
H20 -3.257 2.009 2.068  -0.219
C6 -5.062 -8.164 1.620  -0.669
O10 -3.641 -8.015 1.611  -0.409
C7 -3.090 -6.696 1.620  -0.427
C8 -3.332 -5.924 0.368  1.374
N11 -2.628 -6.667 -0.639  -0.420
C9 -3.166 -6.537 -2.020  -0.025
C10 -4.368 -7.565 -2.186  -0.805
O11 -4.145 -8.789 -1.548  -0.286
C11 -4.947 -9.928 -1.962  -0.923
H21 -5.365 -9.210 1.585  0.261
H22 -5.577 -7.503 0.923  0.209
H23 -5.429 -7.731 2.551  0.358
H24 -2.028 -6.694 1.865  0.008
H25 -3.604 -6.181 2.431  0.454
H26 -2.834 -4.957 0.431  -1.054
H27 -4.392 -5.814 0.139  -0.207
H28 -2.876 -7.568 -0.255  0.515
H29 -2.350 -6.857 -2.668  0.076
H30 -3.494 -5.520 -2.233  0.090
H31 -4.497 -7.641 -3.266  0.530
H32 -5.208 -7.068 -1.702  0.269
H33 -4.798 -10.233 -2.998  0.357
H34 -6.033 -9.890 -1.875  0.319
H35 -4.414 -10.711 -1.423  0.307
C12 2.166 7.656 1.247  -0.914
O12 2.413 6.277 0.845  -0.282
C13 2.805 6.198 -0.519  -1.019
C14 2.991 4.714 -0.910  -0.574
N12 1.740 3.909 -1.078  1.062
C15 0.784 4.610 -1.901  -1.625
C16 -0.247 3.695 -2.628  0.559
O13 0.418 2.857 -3.587  -0.478
C17 -0.127 1.612 -3.756  -0.202
H36 1.176 7.906 0.866  0.142
H37 2.974 8.298 0.896  0.344
H38 2.041 7.681 2.329  0.307
H39 3.743 6.721 -0.704  0.549
H40 2.069 6.664 -1.174  0.474
H41 3.687 4.303 -0.178  -0.282
H42 3.454 4.697 -1.896  0.747
H43 1.942 3.150 -1.713  -0.958
H44 1.256 5.200 -2.687  0.671
H45 0.149 5.219 -1.258  0.470
H46 -0.943 4.295 -3.214  0.752
H47 -0.879 3.188 -1.900  -0.954
H48 -1.138 1.850 -4.089  0.413
H49 -0.289 1.138 -2.788  -0.236
H50 0.429 0.961 -4.431  0.291
C18 -0.868 -4.947 -4.849  -0.332
O14 0.465 -5.060 -5.310  -0.424
C19 1.499 -4.720 -4.399  -0.285
C20 2.838 -4.879 -5.161  -0.707
N13 3.989 -4.742 -4.174  -0.347
C21 4.186 -3.383 -3.603  -0.327
C22 5.273 -3.330 -2.523  -0.737
O15 5.288 -2.014 -2.015  -0.153
C23 6.428 -1.810 -1.156  -0.981
H51 -1.530 -5.429 -5.569  0.362
H52 -1.190 -3.929 -4.631  0.229
H53 -0.909 -5.555 -3.945  0.067
H54 1.546 -5.497 -3.635  0.244
H55 1.312 -3.726 -3.994  0.270
H56 2.945 -4.167 -5.979  0.277
H57 2.901 -5.926 -5.458  0.371
H58 4.846 -5.137 -4.535  0.253
H59 3.236 -3.012 -3.220  0.055
H60 4.611 -2.813 -4.430  0.325
H61 6.297 -3.480 -2.866  0.448
H62 5.025 -4.105 -1.798  0.375
H63 6.293 -0.856 -0.647  0.087
H64 7.286 -1.717 -1.822  0.434
H65 6.611 -2.610 -0.439  0.485
C24 2.457 -0.562 4.314  -0.617
O16 1.090 -0.886 3.881  -0.091
C25 0.225 -0.142 4.738  0.143
C26 -1.170 -0.740 4.430  -0.921
N14 -1.394 -0.493 3.014  1.791
C27 -2.410 -1.427 2.466  -0.121
C28 -1.861 -2.898 2.496  0.313
O17 -0.480 -2.865 2.213  0.247
C29 -0.015 -4.194 2.017  -1.204
H66 2.728 -0.975 5.286  0.351
H67 2.675 0.506 4.320  0.149
H68 3.043 -1.011 3.512  0.084
H69 0.373 0.924 4.569  -0.531
H70 0.403 -0.290 5.803  0.732
H71 -1.944 -0.231 5.004  0.284
H72 -1.152 -1.791 4.720  0.357
H73 -1.826 0.419 2.990  -1.513
H74 -2.564 -1.147 1.424  -0.687
H75 -3.375 -1.394 2.972  0.819
H76 -2.359 -3.378 1.654  -0.870
H77 -2.195 -3.378 3.415  0.685
H78 -0.476 -4.943 2.660  0.474
H79 1.054 -4.408 2.024  0.152
H80 -0.237 -4.490 0.992  0.315
C30 4.235 1.714 1.402  -0.472
O18 3.092 2.537 1.355  0.757
C31 3.122 3.451 2.491  -1.250
C32 1.654 3.719 2.981  0.473
N15 0.916 4.199 1.849  0.938
C33 -0.460 4.468 2.316  -0.649
C34 -1.390 5.215 1.390  -0.546
O19 -0.939 6.548 1.321  -0.350
C35 -1.731 7.289 0.423  -0.838
H81 4.291 1.123 0.488  -0.351
H82 3.938 0.996 2.167  0.088
H83 5.210 2.182 1.534  0.360
H84 3.718 4.348 2.319  0.257
H85 3.588 2.948 3.339  0.855
H86 1.813 4.345 3.859  0.787
H87 1.195 2.810 3.370  -0.913
H88 1.333 5.091 1.622  -0.491
H89 -0.412 5.085 3.213  0.666
H90 -0.884 3.495 2.566  0.018
H91 -2.365 5.157 1.874  0.842
H92 -1.366 4.758 0.400  -0.318
H93 -1.784 6.757 -0.526  0.282
H94 -1.279 8.253 0.190  0.299
H95 -2.774 7.309 0.742  0.368
C36 10.454 7.241 -1.054  -0.765
O20 10.019 6.038 -0.424  -0.333
C37 9.409 5.106 -1.314  -0.564
C38 8.902 3.825 -0.572  -0.441
N16 8.186 2.827 -1.401  -0.351
C39 6.751 3.191 -1.594  -0.366
C40 5.970 1.956 -1.949  0.133
O21 4.578 2.344 -1.897  -0.055
C41 3.819 1.479 -2.767  0.208
H96 9.610 7.890 -1.288  0.315
H97 11.117 7.163 -1.916  0.295
H98 10.902 7.851 -0.269  0.287
H99 10.115 4.862 -2.108  0.322
H100 8.630 5.592 -1.902  0.329
H101 8.303 4.144 0.281  0.251
H102 9.751 3.244 -0.210  0.424
H103 8.253 2.017 -0.802  0.278
H104 6.606 3.904 -2.406  0.221
H105 6.323 3.491 -0.638  0.294
H106 6.227 1.127 -1.289  -0.788
H107 6.322 1.702 -2.948  0.517
H108 4.016 0.428 -2.555  -0.142
H109 4.280 1.576 -3.750  0.589
H110 2.786 1.815 -2.853  -0.533
C42 -8.988 -1.923 0.450  -0.693
O22 -7.758 -2.700 0.550  -0.476
C43 -6.809 -2.584 -0.437  -0.506
C44 -5.985 -1.342 -0.148  0.588
N17 -6.168 -0.181 -1.113  -0.325
C45 -5.728 -0.441 -2.462  0.172
C46 -5.567 0.819 -3.362  -1.256
O23 -4.398 1.580 -3.107  -0.344
C47 -4.194 2.648 -3.999  -0.629
H111 -9.750 -2.193 -0.281  0.274
H112 -8.689 -0.880 0.345  0.301
H113 -9.519 -2.061 1.392  0.263
H114 -7.312 -2.580 -1.403  0.513
H115 -6.231 -3.502 -0.326  -0.059
H116 -4.908 -1.505 -0.145  -0.707
H117 -6.230 -1.033 0.868  0.581
H118 -5.794 0.681 -0.743  0.305
H119 -6.243 -1.180 -3.076  0.402
H120 -4.798 -1.010 -2.481  -0.230
H121 -6.480 1.411 -3.416  0.397
H122 -5.461 0.480 -4.393  0.492
H123 -3.231 3.018 -3.645  -0.040
H124 -4.945 3.432 -3.910  0.300
H125 -4.112 2.334 -5.039  0.331

charge: +1
frontier orbital gap: 6.81 eV

---

Entry from the Open Molecules 2025 dataset: C47H29N11O3Sr as an isolated structure (wB97M-V/def2-TZVPD).

Last column: Mulliken charge in e.
Atoms and positions in Å:
Sr1 -0.217 0.431 0.313  1.860
C1 1.240 -4.459 -4.078  -0.599
C2 2.571 -4.219 -3.723  -0.642
C3 2.887 -3.506 -2.574  -0.036
C4 1.844 -3.042 -1.790  0.026
C5 1.794 -2.258 -0.543  0.162
N1 2.864 -1.935 0.157  -0.338
C6 2.823 -1.181 1.262  -1.234
C7 3.966 -1.052 2.160  0.499
C8 5.254 -1.571 2.137  0.059
C9 6.129 -1.198 3.146  -0.663
C10 5.719 -0.335 4.173  -0.571
C11 4.426 0.165 4.210  -0.156
C12 3.554 -0.194 3.191  0.034
C13 2.164 0.145 2.893  -0.688
N2 1.410 0.884 3.718  -0.571
C14 0.093 0.918 3.652  0.054
N3 -0.713 0.164 2.862  -0.549
C15 -1.997 0.404 3.166  0.000
N4 -3.082 -0.179 2.664  -0.630
C16 -3.044 -1.029 1.641  -0.103
N5 -1.996 -1.336 0.854  -0.058
C17 -2.368 -2.226 -0.086  -0.662
N6 -1.623 -2.783 -1.035  -0.508
C18 -0.304 -2.645 -1.097  0.109
N7 0.501 -2.036 -0.210  -0.406
C19 0.514 -3.282 -2.145  0.061
C20 0.196 -3.993 -3.290  -0.106
C21 -3.799 -2.532 0.084  0.330
C22 -4.678 -3.355 -0.602  -0.111
C23 -5.997 -3.407 -0.169  -0.630
C24 -6.423 -2.655 0.930  -0.567
C25 -5.540 -1.833 1.618  -0.112
C26 -4.226 -1.777 1.182  -0.053
C27 -2.067 1.416 4.236  0.413
C28 -3.125 2.023 4.891  -0.176
C29 -2.832 2.968 5.866  -0.613
C30 -1.508 3.294 6.176  -0.579
C31 -0.449 2.684 5.517  -0.140
C32 -0.743 1.742 4.544  0.115
N8 1.807 -0.419 1.720  0.324
H1 1.026 -5.008 -4.988  0.368
H2 3.364 -4.586 -4.364  0.378
H3 3.913 -3.304 -2.295  0.498
H4 5.558 -2.237 1.339  0.467
H5 7.144 -1.577 3.147  0.368
H6 6.426 -0.060 4.947  0.392
H7 4.096 0.829 5.000  0.520
H8 -0.840 -4.163 -3.556  0.544
H9 -4.335 -3.928 -1.454  0.539
H10 -6.711 -4.035 -0.689  0.377
H11 -7.460 -2.712 1.242  0.384
H12 -5.859 -1.239 2.466  0.535
H13 -4.145 1.769 4.634  0.523
H14 -3.638 3.468 6.391  0.371
H15 -1.312 4.041 6.937  0.369
H16 0.581 2.933 5.740  0.519
C33 1.673 3.517 -3.036  -1.475
C34 1.756 2.202 -2.306  0.709
N9 0.858 1.299 -2.384  0.404
N10 -0.140 1.509 -3.302  -0.948
C35 -1.269 0.926 -2.947  0.068
O1 -1.531 0.381 -1.842  -0.438
C36 -2.359 0.951 -3.985  0.252
C37 -2.210 1.604 -5.206  -0.155
C38 -3.239 1.597 -6.137  -0.651
C39 -4.429 0.933 -5.861  -0.303
C40 -4.579 0.278 -4.646  -0.651
C41 -3.552 0.290 -3.713  -0.457
C42 2.952 1.939 -1.460  0.506
C43 3.375 2.885 -0.526  -0.619
C44 4.474 2.604 0.264  -0.505
C45 5.143 1.405 0.080  -0.382
C46 4.670 0.542 -0.896  -0.138
N11 3.606 0.790 -1.656  -0.372
H17 1.254 3.351 -4.028  0.385
H18 2.650 3.995 -3.107  0.405
H19 0.992 4.187 -2.502  0.247
H20 -1.275 2.110 -5.405  0.403
H21 -3.114 2.111 -7.084  0.360
H22 -5.233 0.929 -6.588  0.349
H23 -5.503 -0.243 -4.422  0.394
H24 -3.645 -0.211 -2.757  0.442
H25 2.788 3.778 -0.376  0.266
H26 4.788 3.300 1.033  0.361
H27 5.986 1.125 0.698  0.361
H28 5.152 -0.417 -1.058  0.334
O2 -1.729 2.601 0.748  -0.479
C47 -0.722 3.342 0.760  -0.382
O3 0.472 2.958 0.673  -0.349
H29 -0.893 4.439 0.856  0.357

charge: -2
frontier orbital gap (alpha / beta): 4.88 / 5.01 eV

---

- Which of these has the highest charge?
  C47H125N17O23PZn2